The following is a DFT calculation (the ωB97M-V functional and the def2-TZVPD basis) of a cluster of 2 separate species, C5H10O2 in total in a non-equilibrium geometry.

Element x y z (Å)
C  0.06  -0.61  1.37
C  -0.70  -0.77  2.48
C  0.67  1.57  -1.46
O  -0.76  1.62  -1.41
C  1.25  0.80  -0.32
C  0.52  0.65  0.89
H  0.42  -1.46  0.81
H  -1.14  0.09  2.98
H  -1.12  -1.73  2.78
H  0.91  2.64  -1.51
H  1.02  1.27  -2.45
H  -1.01  0.82  -0.92
H  2.25  0.43  -0.51
H  -0.01  1.40  1.46
H  -0.56  -1.58  -1.01
H  -1.31  -2.64  -1.82
O  -0.48  -2.48  -1.35

energy relative to the best compared isomer or geometry (same formula, charge and spin): 1.1814 eV
strongest force on any atom: 1.46 eV Å⁻¹
net charge: -1
spin multiplicity: 2
⟨S²⟩: 0.7683